(A)
{
  "formula": "C4H5NS",
  "method": "ωB97M-V/def2-TZVPD",
  "total_charge": 0,
  "e_homo_ev": -9.93,
  "lumo_energy_ha": 0.0164,
  "smiles": "C=C=CC#N.S",
  "multiplicity": 1,
  "orbital_gap_ev": 10.38,
  "elements": ["H", "S", "C", "H", "C", "C", "H", "N", "H", "C", "H"],
  "xyz": [[1.692, -2.096, -0.450], [-2.926, 0.562, 0.220], [1.066, 1.110, -0.469], [3.165, -1.353, -1.393], [1.696, -0.041, -0.592], [1.506, 1.877, 0.592], [0.273, 1.354, -1.154], [1.929, 2.598, 1.390], [-2.239, -0.327, 0.804], [2.253, -1.140, -0.799], [-3.241, -0.301, -0.727]]
}

(B)
{
  "formula": "C4H5NS",
  "method": "ωB97M-V/def2-TZVPD",
  "total_charge": 0,
  "e_homo_ev": -9.06,
  "lumo_energy_ha": -0.0192,
  "smiles": "N#CCCC=S",
  "multiplicity": 1,
  "orbital_gap_ev": 8.53,
  "elements": ["H", "H", "H", "S", "C", "H", "H", "N", "C", "C", "C"],
  "xyz": [[0.123, -2.223, -0.482], [1.279, 0.565, -0.091], [1.039, -0.060, -1.603], [-0.892, 1.960, -1.105], [-0.644, 0.472, -0.578], [-1.399, 0.057, 0.090], [1.838, -2.045, -0.195], [0.420, -1.441, 2.613], [0.554, -1.625, 1.443], [0.642, -0.192, -0.586], [0.858, -1.583, -0.001]]
}

(C)
{
  "formula": "C4H5NS",
  "method": "ωB97M-V/def2-TZVPD",
  "total_charge": 0,
  "e_homo_ev": -9.36,
  "lumo_energy_ha": -0.0328,
  "multiplicity": 1,
  "orbital_gap_ev": 8.47,
  "elements": ["H", "H", "C", "H", "C", "H", "H", "S", "N", "C", "C"],
  "xyz": [[-1.239, 0.904, -1.313], [0.229, 2.126, 0.428], [-0.670, 0.296, -0.532], [1.838, -1.684, 1.635], [-1.493, -0.820, -0.089], [1.126, 0.554, -1.463], [0.344, 0.777, 1.601], [1.217, -1.601, -0.198], [-2.299, -1.715, 0.020], [0.848, 0.117, -0.473], [0.099, 1.047, 0.385]]
}

So which one wins? Going from most stable to least: (B), (A), (C).